Entry 1:
The following is a DFT calculation (ωB97M-V/def2-TZVPD) of a 7-piece molecular cluster, C39H61BrF17I2N3O12P overall in a non-equilibrium geometry.

```
136
C39H61BrF17I2N3O12P (ωB97M-V/def2-TZVPD)
C -3.3275 0.9112 4.4578
C -2.7662 -0.5741 4.5853
O -3.4075 -1.4030 5.2776
O -1.5655 -1.0433 3.9436
C -1.8418 -1.3775 2.5620
O -3.0146 -1.6979 2.2838
C -0.6005 -1.2887 1.5659
N -0.7058 -0.3758 0.4282
C -1.7569 -0.5889 -0.5116
N -2.5160 -1.6815 -0.6449
C -3.5870 -1.8412 -1.6981
C -3.7546 -3.4542 -1.9013
C -3.7729 -3.8747 -3.4706
C -2.3558 -4.3771 -4.0147
O -1.7596 -5.4400 -3.2301
N -2.0302 0.4748 -1.5342
P -0.7511 0.2475 -2.7607
O -1.6618 0.0798 -4.2331
I 0.4261 -1.8962 -2.5355
C -1.9419 1.7826 -0.8169
Br -3.3035 1.6411 0.6776
C -2.5263 2.9275 -1.8004
F -3.2634 2.2569 -2.8160
F -3.5069 3.6880 -1.0684
C -1.4716 4.0012 -2.3343
F -1.0258 4.7192 -1.1645
F -0.2676 3.4171 -2.8576
C -2.0805 5.1436 -3.3004
F -1.9917 6.4145 -2.6337
F -3.4512 4.9825 -3.6091
C -1.3106 5.3404 -4.6921
F 0.0718 5.6810 -4.5447
F -1.8948 6.5191 -5.2815
C -1.5649 4.1745 -5.7769
F -2.8013 4.5279 -6.4302
F -1.7794 2.8938 -5.2204
C -0.4699 4.1018 -6.9471
F 0.0094 5.3565 -7.3850
F 0.6629 3.4006 -6.4068
C -0.9321 3.2850 -8.2506
F -1.9340 2.3150 -8.0213
F 0.2271 2.5582 -8.6942
C -1.4020 4.1866 -9.4934
F -2.1997 3.3323 -10.3228
F -0.2641 4.6073 -10.2032
F -2.2369 5.2835 -9.1556
O -0.6137 1.9783 -0.3685
C -0.1482 0.9781 0.5576
I 2.0003 0.7373 -0.0072
C -0.1403 1.6447 2.0266
C 1.2767 1.8063 2.7285
C 1.9759 0.6940 3.5965
C 3.3585 0.9079 4.3044
C 4.1497 2.2309 4.1971
C 3.4429 3.3924 3.3454
C 2.0751 3.1638 2.6450
C 1.4966 4.4168 1.8059
H -4.4643 0.9053 4.2815
H -3.1607 1.4624 5.4572
H -2.8154 1.5111 3.6331
H -0.4456 -2.3606 1.1517
H 0.3877 -1.0605 2.1234
H -2.3796 -2.4811 -0.0141
H -4.6007 -1.4576 -1.3346
H -3.2690 -1.4391 -2.7173
H -2.8789 -4.0424 -1.4289
H -4.7105 -3.8165 -1.3615
H -4.5227 -4.7311 -3.6248
H -4.1058 -2.9577 -4.0625
H -1.5844 -3.5219 -4.1048
H -2.4839 -4.7779 -5.0943
H -0.7964 -5.4768 -3.4481
H -1.0531 -0.3213 -4.9070
H -0.8344 1.1505 2.7904
H -0.5488 2.7219 1.9077
H 1.4854 -0.3181 3.7681
H 3.7801 0.0431 4.9209
H 5.1585 2.3319 4.7075
H 3.9826 4.3920 3.2322
H 2.3362 5.1870 1.6585
H 0.6706 4.8898 2.4346
H 1.1382 4.0627 0.7828
C 6.9448 3.0785 -0.0605
C 5.8679 3.3292 0.9772
O 6.3870 3.1312 2.2827
H 7.3315 2.0598 0.0261
H 6.5545 3.2229 -1.0709
H 7.7915 3.7546 0.0892
H 5.0339 2.6372 0.8380
H 5.4850 4.3524 0.9037
H 7.1192 3.7512 2.4024
C 1.5984 -5.3186 3.9901
C 0.9513 -4.2188 3.1740
O 1.9030 -3.2047 2.8722
H 2.0076 -4.9163 4.9197
H 0.8764 -6.1009 4.2327
H 2.4326 -5.7670 3.4422
H 0.1324 -3.7595 3.7338
H 0.5492 -4.6141 2.2342
H 2.6186 -3.6172 2.3702
C 7.3145 -1.2377 1.7427
C 7.1500 0.1331 2.3695
O 6.6300 0.0090 3.6886
H 6.3554 -1.7616 1.7094
H 7.7085 -1.1577 0.7265
H 7.9949 -1.8558 2.3358
H 6.4543 0.7383 1.7873
H 8.1082 0.6598 2.4178
H 7.2564 -0.5205 4.2001
C -1.7663 7.1072 -11.8154
C -1.3782 8.1307 -12.8641
O -1.8833 9.4123 -12.5108
H -2.8535 7.0544 -11.7140
H -1.3886 6.1170 -12.0815
H -1.3691 7.3841 -10.8342
H -1.7957 7.8596 -13.8359
H -0.2898 8.1966 -12.9620
H -1.5030 9.6500 -11.6549
C -1.7872 -6.7364 6.8529
C -0.7282 -7.7559 6.4836
O 0.5702 -7.1955 6.6536
H -1.6911 -5.8411 6.2321
H -2.7896 -7.1505 6.7224
H -1.6711 -6.4172 7.8926
H -0.8337 -8.0559 5.4383
H -0.8105 -8.6491 7.1090
H 0.6583 -6.9412 7.5816
C -2.4052 -9.1162 11.4654
C -2.6163 -8.3719 10.1619
O -2.3769 -9.2368 9.0572
H -1.3861 -9.5071 11.5229
H -2.5807 -8.4610 12.3219
H -3.0803 -9.9741 11.5347
H -1.9257 -7.5292 10.0870
H -3.6390 -7.9877 10.0926
H -2.9970 -9.9748 9.1253
```

For the HOMO energy, the calculation gives -10.4 eV. The energy comes out at -7797.6288 Ha. The net charge is +1.

---

Entry 2:
The following is a DFT calculation (ωB97M-V/def2-TZVPD) of a 5-piece molecular cluster, C39H61BrFNO9 overall in a non-equilibrium geometry.

```
112
C39H61BrFNO9 (ωB97M-V/def2-TZVPD)
C -3.9899 5.4185 -1.1216
C -2.6422 6.0379 -1.5201
C -1.6362 6.0484 -0.3383
O -0.4324 5.3472 -0.6394
C -0.3104 4.0682 -0.0283
C -0.9404 2.9882 -0.8783
C -0.3876 2.6971 -2.1502
C 0.8423 3.4873 -2.5607
O 1.9768 3.2111 -1.7227
N 2.2980 1.8553 -1.8182
O 2.8724 1.4953 -0.8683
C -0.9551 1.7240 -2.9905
C -0.3028 1.5024 -4.3411
C -0.5214 2.6846 -5.2909
F 0.6199 2.8714 -6.0610
C -2.0856 0.9868 -2.5644
C -2.7134 -0.0877 -3.4164
Br -1.4425 -1.5778 -3.6506
C -3.2492 0.4008 -4.7726
C -3.9110 1.7757 -4.6550
C -2.6134 1.2715 -1.2955
C -2.0540 2.2504 -0.4633
C -2.6890 2.4309 0.8865
O -2.8237 3.4930 1.4333
C -3.1863 1.1771 1.5169
C -3.0255 1.0366 3.0079
C -2.7852 -0.4312 3.3942
C -1.9816 -0.5563 4.6961
C -3.7220 0.2655 0.7110
C -3.7948 0.5336 -0.7364
O -4.7539 0.2072 -1.3910
H -4.2298 5.6121 -0.0796
H -4.7900 5.8724 -1.7049
H -4.0219 4.3479 -1.3112
H -2.1805 5.4465 -2.3032
H -2.8099 7.0651 -1.8272
H -2.0907 5.7149 0.5893
H -1.3332 7.0847 -0.1846
H 0.7544 3.8944 0.0817
H -0.7155 4.0748 0.9748
H 0.6276 4.5464 -2.5047
H 1.1525 3.2924 -3.5795
H 0.7686 1.4141 -4.1798
H -0.6272 0.5983 -4.8280
H -1.3190 2.4385 -5.9892
H -0.7828 3.6012 -4.7645
H -3.5511 -0.5391 -2.9205
H -4.0389 -0.2933 -5.0550
H -2.5069 0.3390 -5.5616
H -4.4099 1.8557 -3.6905
H -3.2128 2.6039 -4.7397
H -4.6810 1.8885 -5.4138
H -3.8684 1.4576 3.5486
H -2.1158 1.5763 3.2682
H -2.1885 -0.8974 2.6120
H -3.7319 -0.9658 3.4205
H -2.6463 -0.3539 5.5322
H -1.1558 0.1476 4.6433
H -1.5758 -1.5565 4.7996
H -4.1080 -0.6802 1.0633
C -1.6864 -5.6011 1.6665
C -1.3473 -5.5565 3.1539
C -1.8330 -4.1682 3.5358
O -2.9451 -3.8720 2.6835
C -3.0000 -4.8344 1.6249
H -1.7731 -6.6091 1.2641
H -0.9215 -5.0703 1.0945
H -1.9194 -6.3166 3.6916
H -0.2914 -5.7110 3.3694
H -1.0626 -3.4074 3.3665
H -2.1537 -4.1114 4.5774
H -3.8501 -5.5002 1.8101
H -3.1648 -4.3186 0.6778
C 4.4235 -6.1011 3.9100
C 4.0352 -7.2310 4.8591
C 2.5909 -6.8798 5.1881
O 2.0604 -6.2221 4.0347
C 3.1285 -5.8935 3.1378
H 5.2681 -6.3365 3.2679
H 4.6728 -5.2055 4.4780
H 4.0796 -8.1901 4.3371
H 4.6651 -7.2971 5.7453
H 2.5334 -6.1895 6.0368
H 1.9819 -7.7563 5.4135
H 3.0683 -6.5640 2.2732
H 3.0032 -4.8677 2.7894
C 9.6165 -4.9388 4.4005
C 9.2232 -6.0755 5.3389
C 7.7785 -5.7216 5.6632
O 7.2555 -5.0530 4.5124
C 8.3261 -4.7209 3.6233
H 10.4629 -5.1724 3.7568
H 9.8637 -4.0456 4.9784
H 9.2675 -7.0295 4.8085
H 9.8491 -6.1510 6.2266
H 7.7188 -5.0383 6.5171
H 7.1657 -6.5985 5.8785
H 8.2710 -5.3845 2.7530
H 8.2037 -3.6927 3.2821
C -0.3384 6.9690 -6.4044
C -1.6085 6.6220 -7.1752
C -2.3040 5.6697 -6.2132
O -1.9276 6.0804 -4.8932
C -0.8512 7.0209 -4.9720
H 0.1260 7.9019 -6.7196
H 0.3962 6.1675 -6.5140
H -2.2135 7.5199 -7.3200
H -1.4240 6.1752 -8.1508
H -1.9693 4.6410 -6.3684
H -3.3910 5.6962 -6.3003
H -1.2415 8.0136 -4.7241
H -0.0888 6.7569 -4.2375
```

For the HOMO energy, the calculation gives -9.3 eV. The energy comes out at -4928.2633 Ha. As for the structure (SMILES): CCCOCc1c(CON=O)c(CCF)c([C@H](Br)CC)c2c1C(=O)C(CCC)=CC2=O.C1CCOC1.C1CCOC1.C1CCOC1.C1CCOC1.